[1]
91
Properties=species:S:1:pos:R:3 method="wB97M-V/def2-TZVPD" spin_multiplicity=2 e_above_lowest_ev=0.000 total_charge=+2 homo_lumo_gap_ev="8.34 / 6.80"
Re 0.23850 -0.13018 -0.21700
C -2.62802 -0.40867 3.72913
C -1.18219 -0.77352 3.36735
C -0.55830 -1.45570 4.59400
C -0.39419 0.45554 2.99471
C -0.09369 1.47120 3.89823
C 0.66038 2.38934 3.19816
N 0.80338 1.95289 1.94961
N 0.15812 0.76496 1.79075
B 1.53111 2.60551 0.77121
N 0.49181 2.87243 -0.32151
C 0.24919 4.03949 -0.91874
C -0.77388 3.85996 -1.81507
C -1.15084 2.51634 -1.71746
N -0.36450 1.91445 -0.78822
C -2.23939 1.98269 -2.63482
C -3.47754 2.88740 -2.54160
C -2.70410 0.53548 -2.54674
N 2.61594 1.64372 0.26853
C 3.92759 1.89353 0.21050
C 4.55837 0.77657 -0.27383
C 3.55574 -0.17260 -0.49739
N 2.36270 0.36377 -0.14380
C 3.93606 -1.53119 -1.05342
C 4.54866 -2.41607 0.03826
C 2.91910 -2.31106 -1.86944
H -3.22054 -1.31412 3.85946
H -3.10369 0.21369 2.97767
H -2.65093 0.14086 4.67116
H -1.19353 -1.46927 2.52859
H -0.71175 -0.84358 5.48331
H 0.51021 -1.62197 4.49346
H -1.04305 -2.41605 4.77167
H -0.38225 1.52034 4.93344
H 1.10627 3.32229 3.50144
H 2.03808 3.63320 1.10101
H 0.81828 4.91569 -0.65532
H -1.20407 4.60045 -2.46515
H -1.81402 2.12865 -3.63444
H -3.92328 2.81786 -1.54576
H -4.22407 2.55816 -3.26396
H -3.25873 3.93344 -2.74050
H -3.49358 0.41346 -1.80768
H -1.91571 -0.16414 -2.30463
H -3.12535 0.23947 -3.50737
H 4.31310 2.85158 0.51743
H 5.61007 0.64415 -0.46106
H 4.75187 -1.28320 -1.73844
H 3.78609 -2.77140 0.73045
H 5.31166 -1.88736 0.60875
H 5.01220 -3.29071 -0.41769
H 2.11124 -2.70272 -1.25434
H 3.41959 -3.16867 -2.31873
H 2.50349 -1.72021 -2.68367
O -0.90644 -2.78274 -3.25668
C -0.39844 -1.91046 -2.61612
N -0.26798 -1.83601 -1.22291
C -0.41429 -3.03273 -0.50530
O -1.02297 -4.00886 -0.84089
C 0.37950 -2.97348 0.75464
C 0.64995 -4.09758 1.50028
C 1.54084 -3.98146 2.55873
C 2.11333 -2.74662 2.81120
C 1.75996 -1.65513 2.03640
N 0.89348 -1.76344 1.02265
C 0.26592 -0.72459 -3.21907
C 0.42274 -0.58642 -4.58096
C 1.15548 0.49114 -5.04817
C 1.69647 1.37389 -4.12218
C 1.47511 1.17472 -2.77492
N 0.75696 0.13428 -2.32039
H 0.18715 -5.03306 1.21699
H 1.79870 -4.84248 3.16048
H 2.83304 -2.61402 3.60701
H 2.17350 -0.67516 2.22348
H -0.01478 -1.33507 -5.22731
H 1.31397 0.63678 -6.10808
H 2.28989 2.22172 -4.43345
H 1.87794 1.86053 -2.04681
C -4.95241 1.43989 1.17750
N -3.89435 0.52688 0.75661
C -4.03805 -0.81185 0.49708
C -2.80091 -1.28063 0.19730
N -1.89047 -0.24076 0.27448
C -2.60152 0.82802 0.62543
H -5.80339 1.33767 0.50855
H -4.57956 2.45976 1.12932
H -5.25795 1.21171 2.19704
H -4.99277 -1.30730 0.53036
H -2.55386 -2.27891 -0.10884
H -2.21135 1.81558 0.79608

***

[2]
19
Properties=species:S:1:pos:R:3 method="wB97M-V/def2-TZVPD" spin_multiplicity=1 e_above_lowest_ev=1.058 total_charge=0 homo_lumo_gap_ev=9.08
C -1.72390 0.22028 -0.39588
C -0.83964 1.28472 -0.97794
C 0.55533 1.38197 -0.21209
C 1.03915 0.02677 0.27674
C -0.02521 -0.82889 1.02354
C -1.11415 -1.11405 -0.02345
O -3.97832 -0.63524 0.56184
O -0.68487 -1.78377 -1.13389
S -3.30893 0.53545 0.03006
H -0.59670 1.01512 -1.99381
H -1.24830 2.22817 -1.00499
H 1.24538 1.91176 -0.89567
H 0.52559 2.04676 0.68509
H 1.24977 -0.49973 -0.63901
H 1.99940 -0.02127 0.81325
H 0.46697 -1.54724 1.49688
H -0.53329 -0.15455 1.75979
H -1.92878 -1.72614 0.26298
H -0.16451 -1.15339 -1.68702

***

[3]
12
Properties=species:S:1:pos:R:3 method="wB97M-V/def2-TZVPD" spin_multiplicity=1 e_above_lowest_ev=5.378 total_charge=+1 homo_lumo_gap_ev=9.44
C -2.80899 -0.10744 0.00344
C 0.73490 0.52636 -0.16915
C 2.80703 -0.70649 0.34822
C 1.96048 -0.05116 -0.44445
C -0.30459 1.09819 0.10512
N -3.88192 -0.46154 0.08098
H 3.79681 -0.96732 0.12497
H 2.66501 -0.97139 1.44472
H 2.36699 0.10330 -1.43674
H -1.04726 1.86481 -0.01958
H -1.36453 0.27377 -0.03977
H -4.92393 -0.60108 0.00223

***

[4]
9
Properties=species:S:1:pos:R:3 method="wB97M-V/def2-TZVPD" spin_multiplicity=1 e_above_lowest_ev=0.355 total_charge=+1 homo_lumo_gap_ev=12.04 smiles="C=C[NH3+]"
C 0.64715 1.17969 -0.10354
C 0.57709 -0.11307 0.08444
N -0.75742 -0.82707 0.02194
H 1.58456 1.66839 0.12786
H -0.03769 1.77231 -0.65481
H 1.24351 -0.77796 0.59565
H -0.65556 -1.84035 0.04606
H -1.39682 -0.50094 0.74373
H -1.20480 -0.56099 -0.86133

***

[5]
24
Properties=species:S:1:pos:R:3 method="wB97M-V/def2-TZVPD" spin_multiplicity=8 total_charge=+2 homo_lumo_gap_ev="4.71 / 4.96"
C -1.64869 0.41159 2.72933
C -2.04316 0.98720 1.23100
O -2.80571 0.04187 0.39995
C -1.91273 -0.58700 -0.62672
O -0.87272 -1.31065 0.12234
C 0.15558 -1.87369 -0.76805
O -0.26080 -2.63553 -1.80366
N 1.65175 -1.72185 -0.59802
B 2.15719 -0.35705 -1.02776
C 1.80302 0.41598 -2.44203
O 3.10073 0.33127 -0.07899
H -0.73922 -0.33834 2.55133
H -1.25902 1.25455 3.46934
H -2.51474 -0.24330 3.18903
H -2.74734 1.93181 1.39843
H -1.09767 1.37731 0.65744
H -2.56750 -1.32507 -1.28651
H -1.47373 0.24909 -1.33877
H 1.89944 -1.83592 0.43101
H 2.40708 -0.13282 -3.29378
H 0.65606 0.52267 -2.66471
H 2.21432 1.52777 -2.31674
H 2.73138 1.22158 0.19527
Eu 3.16649 2.08854 1.87126

***

[6]
22
Properties=species:S:1:pos:R:3 method="wB97M-V/def2-TZVPD" spin_multiplicity=1 e_above_lowest_ev=3.891 total_charge=+2 homo_lumo_gap_ev=7.02
C 0.43191 1.39896 -1.05121
C -0.41466 0.94743 0.32478
C 0.74790 0.10032 0.98552
C -1.69377 0.29239 0.13218
N 1.79098 1.46222 -0.60133
N 1.90411 0.60611 0.44463
N -2.85085 0.61425 0.64814
N 0.65781 -1.71927 0.43198
N 0.37793 -1.92437 -0.87191
H 0.23736 0.47315 -1.67749
H 0.13942 2.28708 -1.58130
H -0.47329 1.85284 0.81747
H 0.77490 -0.06430 2.04803
H -1.53255 -0.48704 -0.55258
H 2.23681 2.38828 -0.57985
H 2.82443 0.72085 0.85100
H -2.81243 1.19210 1.46966
H -3.80875 0.24574 0.57601
H 1.74529 -1.92736 0.62100
H 0.06748 -2.32408 1.13744
H -0.58362 -2.16762 -1.00454
H 1.14373 -2.35229 -1.43346